[1]
Here is a structure of composition C24H42N6O2PPbS from OMol25. Energies are from ωB97M-V/def2-TZVPD.

```
77
Properties=species:S:1:pos:R:3:mulliken_charge:R:1
Pb 0.2179 -0.3493 0.4455 1.1931
C -6.7150 2.2585 0.9996 -1.6171
C -5.7709 2.6503 -0.1458 1.9277
C -6.3540 2.1651 -1.4824 -1.5901
C -5.6892 4.1769 -0.1896 -2.2198
C -4.4178 2.0052 0.0632 0.3949
C -3.2532 2.7343 0.3002 -0.7080
C -2.0454 2.0679 0.3981 -0.5740
N -1.9232 0.7517 0.2920 -0.2112
C -3.0313 0.0094 0.1322 -0.6240
C -4.2759 0.6181 0.0125 0.3120
C -2.8652 -1.4543 0.1018 -0.7169
C -3.9345 -2.3421 -0.0276 0.5448
C -3.7211 -3.7170 -0.0222 0.3442
C -2.4028 -4.1485 0.1338 -0.7606
C -1.3945 -3.2160 0.2348 -0.5313
N -1.6138 -1.9098 0.2180 -0.4597
C -4.8171 -4.7391 -0.2245 1.9260
C -4.4923 -5.5023 -1.5192 -1.5690
C -4.8388 -5.7143 0.9608 -1.6574
C -6.2139 -4.1270 -0.3497 -2.1028
H -7.6631 2.7703 0.8596 0.4659
H -6.3036 2.5593 1.9602 0.4025
H -6.9092 1.1896 1.0262 0.3274
H -7.3116 2.6489 -1.6586 0.4596
H -6.5233 1.0918 -1.4936 0.3359
H -5.6868 2.4215 -2.3028 0.3947
H -6.6684 4.5750 -0.4414 0.4417
H -4.9885 4.5116 -0.9493 0.4601
H -5.4049 4.5860 0.7756 0.4133
H -3.2650 3.8062 0.4005 0.5582
H -1.1289 2.6120 0.5700 0.5623
H -5.1496 0.0108 -0.1397 0.3043
H -4.9367 -1.9697 -0.1386 0.4862
H -2.1605 -5.1980 0.1705 0.4887
H -0.3635 -3.5218 0.3292 0.4628
H -3.5189 -5.9799 -1.4624 0.3750
H -4.4964 -4.8263 -2.3711 0.3792
H -5.2353 -6.2752 -1.6938 0.4464
H -3.9125 -6.2730 1.0490 0.3271
H -5.6461 -6.4275 0.8203 0.4670
H -5.0140 -5.1828 1.8936 0.4054
H -6.2844 -3.4379 -1.1883 0.4296
H -6.5088 -3.6193 0.5669 0.4306
H -6.9267 -4.9294 -0.5252 0.4315
O 1.7493 1.2400 3.6037 -0.4604
S 0.7199 0.2310 3.8409 0.3011
N 0.0267 -0.2743 2.6157 -0.4240
C 3.1801 2.6311 0.3626 -1.1536
N 2.7871 2.9418 -0.9972 0.5274
C 2.2006 4.2431 -1.2084 -1.0505
P 2.6122 1.6283 -2.0147 0.2195
O 1.6401 0.6028 -1.5635 -0.7282
N 2.1431 2.2436 -3.4987 0.4100
C 3.0181 3.0535 -4.3200 -1.0359
C 0.9592 1.7575 -4.1769 -0.9999
N 4.1618 1.0054 -1.9683 0.4161
C 4.3942 -0.3825 -2.2938 -1.0261
C 5.3207 1.8518 -2.1243 -1.0784
H 2.3539 2.7553 1.0693 0.3512
H 4.0086 3.2712 0.6767 0.3308
H 3.4975 1.5891 0.4064 0.2916
H 1.4561 4.4741 -0.4405 0.2703
H 1.7114 4.2788 -2.1801 0.3470
H 2.9695 5.0209 -1.1680 0.2803
H 3.8323 3.4468 -3.7194 0.3176
H 2.4651 3.8985 -4.7409 0.3719
H 3.4382 2.4763 -5.1513 0.2876
H 0.4638 1.0273 -3.5390 0.2294
H 1.2214 1.2857 -5.1308 0.3019
H 0.2654 2.5838 -4.3756 0.2777
H 3.4622 -0.9353 -2.1818 0.2704
H 5.1381 -0.7958 -1.6037 0.3268
H 4.7618 -0.5037 -3.3192 0.2857
H 5.0488 2.8652 -1.8394 0.3476
H 5.6917 1.8454 -3.1555 0.3093
H 6.1147 1.5018 -1.4622 0.3297
```

Values from the calculation:
Net charge: +1
HOMO energy: -11.01 eV
Kohn-Sham gap: 7.78 eV


[2]
Here is the molecule C6H10 from OMol25. Energies are from ωB97M-V/def2-TZVPD.

```
16
Properties=species:S:1:pos:R:3:mulliken_charge:R:1
C -1.2065 2.0677 1.3415 -0.9334
C -1.2273 1.4856 -0.0386 -0.4844
C -0.1902 0.7173 -0.5483 0.4340
C 1.0496 0.3398 -0.6617 -0.6671
C 1.6535 -1.0169 -0.6073 -0.0328
C 0.6966 -2.2116 -0.5367 -1.2009
H -1.0516 1.3000 2.1072 0.2656
H -0.3552 2.7608 1.4109 0.2944
H -2.1321 2.6018 1.5727 0.3186
H -1.1293 0.0099 -0.6523 0.1307
H -2.1070 1.6423 -0.6582 0.3412
H 2.3026 -1.0106 0.2818 0.2703
H 2.3504 -1.1400 -1.4471 0.3113
H 0.0497 -2.2398 -1.4217 0.3027
H 1.2444 -3.1596 -0.4903 0.3482
H 0.0524 -2.1466 0.3481 0.3017
```

Values from the calculation:
HOMO energy (alpha / beta): -7.32 / -7.32 eV
Kohn-Sham gap (alpha / beta): 7.48 / 7.48 eV
Relative energy (zero: lowest compared OMol25 entry of this formula, charge and spin): 4.788 eV


[3]
Here is a structure of composition C17H24B3Br27I2O4 from OMol25. Energies are from ωB97M-V/def2-TZVPD.

```
77
Properties=species:S:1:pos:R:3:mulliken_charge:R:1
C 7.0914 -1.6111 0.1244 -0.7025
O 7.0959 -0.3531 -0.5654 -0.1408
C 6.6297 -0.4839 -1.9246 -0.4803
C 6.1749 0.8871 -2.5626 -0.5755
C 4.6902 1.3277 -2.2323 -0.5064
C 4.1089 0.7546 -0.8707 0.0987
B 3.2107 -0.5881 -1.0612 0.6836
O 3.3820 -1.7007 -0.1783 -0.5833
B 2.8300 -2.9125 -0.6951 0.6408
O 2.4788 -2.9885 -2.0863 -0.4639
B 1.6337 -1.8259 -2.2798 0.0156
C 0.0830 -2.0598 -2.6038 -0.0504
I -0.5548 -3.2356 -4.3265 0.0427
C -0.8694 -1.4954 -1.7668 -0.1746
C -0.5205 -0.6005 -0.5197 -0.6632
I -3.0088 -1.7703 -2.1489 0.0087
O 2.2781 -0.5620 -2.1643 -0.2302
H 6.6524 -1.5150 1.1670 0.2327
H 8.1749 -1.9498 0.1968 0.2696
H 6.4955 -2.4191 -0.3905 0.2463
H 5.8485 -1.2860 -2.0642 0.2018
H 7.5345 -0.8298 -2.5280 0.3469
H 6.2380 0.7422 -3.6887 0.3162
H 6.9452 1.6665 -2.2751 0.2526
H 4.7121 2.4600 -2.1147 0.2836
H 3.9562 1.1388 -3.0713 0.2817
H 3.3652 1.5339 -0.4913 -0.2435
H 4.8719 0.6481 -0.0463 0.2030
H 2.6698 -3.8453 0.0275 -0.1250
H -0.4886 0.4733 -0.8510 0.3180
H -1.4057 -0.6799 0.1866 0.2147
H 0.3732 -0.9359 0.0729 0.3141
C 3.1698 4.3192 1.5783 -0.3481
Br 1.8658 4.5835 0.1702 -0.0460
Br 3.0376 2.5507 2.3582 -0.0554
Br 4.9695 4.7068 0.9731 -0.0161
H 2.9385 5.0311 2.3648 0.4066
C 8.8322 3.6475 1.1129 -0.2407
Br 9.6380 3.5294 2.8716 -0.0461
Br 10.1351 4.1053 -0.2463 -0.0407
Br 7.8558 2.0379 0.6577 0.1964
H 8.1121 4.4599 1.1485 0.1391
C -2.8318 1.5371 2.5085 -0.4168
Br -4.1633 1.8757 1.1408 0.0479
Br -3.0160 -0.2319 3.2771 -0.0290
Br -1.0366 1.8515 1.8533 0.0482
H -3.0091 2.2510 3.3075 0.3841
C -0.6153 0.0291 -7.8618 0.3656
Br 1.0795 0.2988 -6.9630 0.0174
Br -0.6769 -1.6724 -8.7861 -0.0070
Br -2.1116 0.2436 -6.6515 0.0200
H -0.7016 0.8047 -8.6163 -0.3680
C -7.1016 -2.0346 3.6074 0.3543
Br -8.9899 -2.3257 3.2940 -0.0412
Br -6.0923 -3.6851 3.5057 -0.0026
Br -6.3759 -0.6749 2.4344 0.0547
H -7.0029 -1.6654 4.6197 -0.3542
C -8.7323 -2.5206 7.9043 -0.3273
Br -7.3522 -1.3996 7.1363 -0.0150
Br -9.3524 -3.8788 6.6633 -0.0167
Br -8.1630 -3.2852 9.5901 -0.0098
H -9.5800 -1.8769 8.1184 0.3833
C -1.9781 2.6749 -11.2297 -0.3625
Br -0.2812 2.9522 -10.3369 -0.0340
Br -2.0344 0.9705 -12.1476 0.0104
Br -3.4703 2.8868 -10.0133 0.0069
H -2.0703 3.4484 -11.9861 0.3488
C -7.1293 -7.3902 10.1008 -0.2795
Br -6.1108 -8.8665 10.8326 -0.0340
Br -6.8556 -7.2036 8.1922 0.0157
Br -9.0103 -7.5220 10.5489 -0.0050
H -6.7539 -6.4836 10.5660 0.2944
C -6.4203 5.2829 1.2334 -0.3574
Br -5.5692 5.1202 2.9668 -0.0132
Br -5.1407 5.6969 -0.1605 0.0003
Br -7.4739 3.7162 0.7994 -0.0104
H -7.1073 6.1214 1.2945 0.3511
```

Values from the calculation:
HOMO energy: -8.89 eV
Kohn-Sham gap: 8.47 eV
Relative energy (zero: lowest compared OMol25 entry of this formula, charge and spin): 2.124 eV


[4]
Here is a cluster of 3 separate species, CH6O3 in total from OMol25. Energies are from ωB97M-V/def2-TZVPD.

```
10
Properties=species:S:1:pos:R:3:mulliken_charge:R:1
O -0.0697 -0.4590 -0.0727 -0.7852
C -0.1117 0.7654 -0.3459 -0.7053
H -0.8470 1.1246 -1.0662 0.3626
H 0.3984 1.5375 0.2588 0.1401
H -1.7947 -0.1484 0.3890 0.3794
H -3.1045 0.6825 0.8407 0.3074
O -2.7413 -0.0579 0.3541 -0.6944
H 2.6090 -1.3278 -0.8234 0.3098
H 2.5490 -0.7866 0.5320 0.3467
O 3.1125 -1.3303 -0.0665 -0.6612
```

Values from the calculation:
Net charge: -1
HOMO energy (alpha / beta): -0.14 / -3.48 eV
⟨S²⟩: 0.753
Kohn-Sham gap (alpha / beta): 4.56 / 7.80 eV
Relative energy (zero: lowest compared OMol25 entry of this formula, charge and spin): 0.000 eV
Multiplicity: 2


[5]
Here is a structure of composition C5H8BiO4 from OMol25. Energies are from ωB97M-V/def2-TZVPD.

```
18
Properties=species:S:1:pos:R:3:mulliken_charge:R:1
H 1.7782 1.0289 -1.6782 0.3615
Bi -0.6973 1.0451 -0.0493 1.4894
O 2.8268 -0.6301 -1.4837 -0.3531
O 0.7938 -0.5154 -0.4851 -0.4188
C 1.1795 -1.0299 0.8203 -0.3311
C 1.0742 0.1116 1.8375 -0.2942
O 0.9048 1.2772 1.0724 -0.6536
C 1.8859 0.0577 -1.1565 0.2349
H 0.6268 -1.9553 1.0092 0.3277
H 2.2246 -1.3526 0.8900 0.3143
H 2.0241 0.1492 2.3995 0.3709
H 0.3217 -0.1077 2.6142 0.2625
C -3.4755 -1.3155 -0.4884 -0.7024
C -3.5163 -0.0621 0.0057 0.2259
O -2.5937 0.8715 -0.1077 -0.5638
H -4.3445 -1.9659 -0.3833 0.2440
H -4.4008 0.2361 0.5934 0.3078
H -2.6019 -1.6896 -1.0300 0.1782
```

Values from the calculation:
Net charge: +1
HOMO energy: -13.22 eV
Kohn-Sham gap: 7.14 eV


[6]
Here is the molecule C12H14F4N2O4S from OMol25. Energies are from ωB97M-V/def2-TZVPD.

```
37
Properties=species:S:1:pos:R:3:mulliken_charge:R:1
N 0.3794 5.7701 0.5433 -0.5215
S -0.0020 4.6063 1.5674 1.3677
O 1.1728 4.3712 2.3562 -0.6796
O -1.1639 5.0797 2.3097 -0.6578
C -0.2338 3.2029 0.4668 -0.4087
C 0.9199 2.8296 -0.2876 0.3852
F 2.1500 3.4506 -0.1158 -0.2854
C 0.8235 1.9442 -1.2829 0.4539
F 2.0991 1.5438 -1.7666 -0.3403
C -0.3807 1.2701 -1.5384 -0.1307
N -0.4027 0.3580 -2.5207 -0.3136
C -1.0228 -0.9610 -2.3731 -0.8571
C 0.0210 -1.9695 -1.7776 -0.5048
C 0.1650 -2.0653 -0.2070 -0.1433
C 1.0079 -3.1709 0.2424 -0.5554
C 1.0057 -3.5468 1.6818 -0.7445
C -0.2072 -4.3677 2.2034 0.5781
O -1.2749 -4.2265 1.6985 -0.5307
O 0.0495 -5.2641 3.1978 -0.4673
C -1.4851 1.5714 -0.7564 0.4529
F -2.6781 1.0135 -0.9632 -0.3279
C -1.4556 2.6759 0.1559 0.3965
F -2.4201 3.1810 0.8743 -0.2630
H 0.7826 6.5282 0.9990 0.2842
H -0.4306 6.0533 0.0410 0.2502
H 0.5010 0.1727 -2.9285 0.3113
H -1.2192 -1.4125 -3.4084 0.3802
H -1.9147 -1.0042 -1.7133 0.3642
H -0.5168 -2.8983 -2.1967 0.3145
H 1.0079 -1.8146 -2.2818 0.2137
H 0.6577 -1.1006 0.1926 0.1265
H -0.8689 -2.2484 0.2916 0.2255
H 2.0393 -2.9697 -0.0306 0.4199
H 0.5911 -4.1174 -0.1996 0.2209
H 1.1426 -2.6335 2.3080 0.3250
H 1.9750 -4.1229 1.8949 0.3111
H -0.8138 -5.7287 3.3239 0.3499
```

Values from the calculation:
HOMO energy: -9.02 eV
Structure (SMILES): NS(=O)(=O)c1c(F)c(F)c(NCCCCCC(=O)O)c(F)c1F
Kohn-Sham gap: 9.25 eV
Relative energy (zero: lowest compared OMol25 entry of this formula, charge and spin): 1.038 eV


[7]
Here is a structure of composition C23H35NOP2Tc from OMol25. Energies are from ωB97M-V/def2-TZVPD.

```
63
Properties=species:S:1:pos:R:3:mulliken_charge:R:1
C -0.8059 1.8317 -4.7034 -0.6403
C -0.1426 1.7056 -3.4929 0.2115
C -0.7890 2.2478 -2.3318 0.7899
C -2.2342 2.5915 -2.3740 0.6166
C -2.8919 2.4938 -3.6276 -0.9542
C -2.1442 2.2788 -4.7769 -0.7777
C -2.8434 3.1199 -1.2352 -0.7199
C -2.0233 3.5106 -0.1653 0.4474
C -0.5900 3.1449 -0.1866 0.6380
C 0.2994 3.6052 0.8513 0.5318
C -0.1815 4.5992 1.6947 -0.7353
C -1.5343 5.0164 1.6639 -0.8136
C -2.4670 4.3881 0.8523 -0.9690
H -0.2547 1.5907 -5.6440 0.3842
H -3.9615 2.7595 -3.6483 0.4273
H -2.6314 2.3708 -5.7626 0.3917
H -4.0230 3.1606 -1.1390 0.3093
H 0.5502 5.0877 2.3974 0.3654
H -1.8506 5.8105 2.3486 0.3953
H -3.5275 4.6468 0.8575 0.4596
N -0.0026 2.7317 -1.3453 -0.1255
Tc 0.1389 -0.2193 -0.0232 -0.2543
C 1.2077 1.0086 -3.3389 -1.1043
H 2.0069 1.6289 -2.9437 0.4830
H 1.5466 0.5754 -4.2943 0.6366
C 1.7034 3.0261 0.9336 -1.0313
H 2.3376 3.1966 0.0678 0.4769
H 2.2144 3.4062 1.8219 0.6350
P 0.9566 -0.3729 -2.1121 1.2322
P 1.4738 1.1812 1.0737 0.9865
C 1.1908 0.9941 2.9021 -1.2505
H 1.1121 -0.0818 3.1453 0.3680
H 2.0305 1.4601 3.4431 0.4619
H 0.2375 1.4854 3.1528 0.3321
C 3.2324 0.6284 0.9096 -1.4101
H 3.8014 0.9849 1.7883 0.5202
H 3.2252 -0.4765 0.8607 0.3575
H 3.6312 1.0450 -0.0344 0.3201
C -0.0090 -1.6008 -3.0884 -1.2661
H 0.5195 -1.8007 -4.0364 0.4563
H -0.1058 -2.5354 -2.5032 0.2668
H -1.0079 -1.1808 -3.2923 0.3221
C 2.6088 -1.1493 -2.0050 -1.2114
H 2.5289 -1.9818 -1.2793 0.3108
H 2.8896 -1.5410 -3.0012 0.4815
H 3.3418 -0.4014 -1.6498 0.2914
H -1.4332 0.1589 -0.2507 -0.0045
H -1.6155 -0.0232 0.5067 0.2055
C -0.5350 -2.3416 2.9931 -1.2140
C 0.4149 -2.4946 1.8404 -0.4901
O -0.1685 -1.9765 0.5935 -0.2235
C -1.2549 -2.8278 0.1037 -0.4321
C -0.7506 -4.1891 -0.3160 -1.3948
H -0.8583 -1.3082 3.1391 0.2951
H -0.0356 -2.6565 3.9090 0.4632
H -1.4077 -2.9923 2.9133 0.3691
H 1.3444 -1.9416 1.9784 0.4259
H 0.6949 -3.5261 1.6838 0.3013
H -1.9756 -2.9214 0.9052 0.4130
H -1.7401 -2.2790 -0.7120 0.4403
H -0.5635 -4.8497 0.5368 0.4141
H -1.5181 -4.7064 -0.8958 0.4310
H 0.1468 -4.1162 -0.9326 0.3570
```

Values from the calculation:
Net charge: +2
HOMO energy (alpha / beta): -13.00 / -13.13 eV
⟨S²⟩: 3.774
Kohn-Sham gap (alpha / beta): 5.56 / 5.26 eV
Multiplicity: 4


[8]
Here is a structure of composition C3H6O3Sr from OMol25. Energies are from ωB97M-V/def2-TZVPD.

```
13
Properties=species:S:1:pos:R:3:mulliken_charge:R:1
H -1.7807 -1.4394 -0.1806 0.4414
O -1.5951 -0.5071 0.1008 -0.1407
Sr 2.6397 0.2467 -0.0342 1.8365
O 0.1191 0.9571 0.1095 -0.7747
C -0.2283 -0.2284 0.1292 1.0434
O 0.5155 -1.1985 -0.0825 -0.8300
C -2.6473 0.5649 -0.1216 -0.0822
C -3.9958 -0.0678 0.0359 -1.2132
H -2.4117 1.3101 0.6413 0.2668
H -2.4485 0.9439 -1.1272 0.3140
H -4.1392 -0.4721 1.0448 0.3634
H -4.7326 0.7315 -0.1227 0.3650
H -4.1742 -0.8441 -0.7194 0.4103
```

Values from the calculation:
Net charge: +2
HOMO energy: -19.28 eV
Kohn-Sham gap: 10.38 eV
Relative energy (zero: lowest compared OMol25 entry of this formula, charge and spin): 0.000 eV


| no. | E_tot (hartree) |
| --- | --- |
| 1 | -2351.018517 |
| 2 | -234.426565 |
| 3 | -71131.525842 |
| 4 | -267.370566 |
| 5 | -710.440262 |
| 6 | -1673.698218 |
| 7 | -1790.220813 |
| 8 | -373.766623 |